ORCA calculation (wB97M-V/def2-TZVPD) on C14H12ClFN2O in the gas phase.

XYZ file:
```
31
Properties=species:S:1:pos:R:3:forces:R:3
C 5.311 0.616 -0.061 0.05 -0.03 -0.01
C 3.860 0.293 0.084 -0.15 -0.17 -0.03
N 3.062 1.282 0.463 0.05 0.35 0.09
C 1.778 1.046 0.600 0.09 -0.42 -0.14
C 1.167 -0.183 0.367 0.33 0.12 0.16
C 2.006 -1.241 -0.017 0.09 0.26 0.02
C 3.362 -0.983 -0.160 -0.22 0.09 0.05
H 4.035 -1.772 -0.459 0.06 -0.11 -0.04
C 1.448 -2.599 -0.282 -0.02 -0.17 0.11
H 0.739 -2.563 -1.109 -0.06 -0.05 -0.05
H 0.906 -2.952 0.593 -0.01 -0.07 -0.04
H 2.239 -3.303 -0.525 0.03 -0.03 -0.06
C -0.298 -0.418 0.595 0.15 0.31 -0.23
O -0.702 -1.306 1.313 -0.10 -0.17 0.12
N -1.086 0.446 -0.105 0.06 0.06 -0.29
C -2.477 0.554 -0.100 -0.48 -0.03 0.05
C -3.049 1.610 -0.810 0.12 0.01 0.01
C -4.421 1.767 -0.851 0.08 -0.09 0.05
C -5.251 0.877 -0.190 -0.10 -0.18 0.14
C -4.666 -0.163 0.509 0.05 0.22 -0.18
C -3.298 -0.348 0.570 -0.11 -0.17 0.15
H -2.884 -1.169 1.130 -0.01 -0.03 0.01
F -5.460 -1.038 1.156 0.10 0.07 -0.05
H -6.323 0.981 -0.208 -0.11 -0.01 0.01
H -4.849 2.589 -1.403 -0.03 0.07 -0.05
H -2.410 2.311 -1.327 0.08 0.08 -0.06
H -0.613 1.175 -0.622 -0.01 -0.21 0.13
Cl 0.855 2.411 1.137 -0.14 0.31 0.17
H 5.472 1.667 0.157 0.04 0.03 0.00
H 5.900 0.012 0.626 0.10 -0.03 0.02
H 5.647 0.400 -1.073 0.09 -0.01 -0.06
```
Positions in Å, forces in eV/Å.

As for the SMILES: Cc1cc(C)c(C(=O)Nc2cccc(F)c2)c(Cl)n1. The largest force on an atom is 0.48 eV Å⁻¹. The frontier orbital gap is 9.21 eV.